[1]
Entry from OMol25: a molecular structure, C42H38IN8OP2SV (ωB97M-V with the def2-TZVPD basis set).

Values from the calculation:
charge	+1
spin multiplicity	4
ΔE to the lowest compared entry with this formula, charge and spin	138.31	kJ/mol
⟨S²⟩	3.76
HOMO energy (alpha / beta)	-0.37263 / -0.37957	Ha

```
94
Properties=species:S:1:pos:R:3:lowdin_charge:R:1
V -0.5256 -0.4664 0.7273 0.495
N -1.6227 -2.1142 -2.5855 0.153
C -2.9296 -2.6167 -2.8486 -0.240
C -3.2424 -3.1639 -4.0792 -0.017
C -4.5192 -3.6682 -4.2937 -0.068
C -5.4521 -3.6611 -3.2695 -0.072
C -5.1171 -3.1458 -2.0239 -0.084
C -3.8614 -2.5960 -1.8183 -0.450
S -3.4470 -1.7806 -0.3111 1.021
N -1.7613 -2.1445 -0.2281 -0.283
C -1.0977 -2.2144 -1.3328 -0.421
C 0.3571 -2.5828 -1.2384 -0.253
C 0.6561 -3.9397 -1.2125 0.010
C 1.9948 -4.3004 -1.2073 -0.032
C 2.9574 -3.3042 -1.1918 -0.040
C 2.5498 -1.9832 -1.1416 -0.125
N 1.2663 -1.6158 -1.1723 0.107
H -0.9552 -2.2215 -3.3364 0.147
H -2.4992 -3.1888 -4.8677 0.117
H -4.7766 -4.0752 -5.2618 0.111
H -6.4431 -4.0616 -3.4320 0.111
H -5.8399 -3.1511 -1.2180 0.112
H -0.1350 -4.6773 -1.2042 0.128
H 2.2816 -5.3437 -1.2067 0.118
H 4.0105 -3.5457 -1.1803 0.116
H 3.2713 -1.1793 -1.0686 0.101
N 0.7836 2.1997 -0.3102 -0.346
P 0.8987 1.6002 1.2762 0.919
C 0.4197 2.9468 2.3806 -0.357
C -0.7053 2.8372 3.1914 -0.089
C -1.0708 3.8927 4.0164 -0.054
C -0.3218 5.0585 4.0252 -0.063
C 0.8036 5.1748 3.2161 -0.068
C 1.1785 4.1201 2.4026 -0.094
C 2.6689 1.4072 1.6462 -0.362
C 3.0927 1.4223 2.9754 -0.099
C 4.4055 1.1051 3.2938 -0.072
C 5.3094 0.7828 2.2889 -0.077
C 4.8947 0.7728 0.9640 -0.077
C 3.5777 1.0735 0.6460 -0.110
P -0.2633 1.2691 -1.2961 0.950
C 0.6155 1.1007 -2.8785 -0.360
C -0.1101 0.6046 -3.9635 -0.108
C 0.5137 0.3718 -5.1784 -0.075
C 1.8687 0.6425 -5.3292 -0.076
C 2.5882 1.1590 -4.2639 -0.074
C 1.9650 1.3850 -3.0425 -0.099
C -1.6340 2.3449 -1.7832 -0.357
C -2.9380 1.8748 -1.6765 -0.107
C -4.0006 2.6769 -2.0724 -0.057
C -3.7622 3.9488 -2.5653 -0.065
C -2.4597 4.4227 -2.6796 -0.071
C -1.3989 3.6199 -2.2999 -0.087
H 0.9469 3.1839 -0.4968 0.078
H -1.3091 1.9399 3.1598 0.077
H -1.9500 3.8049 4.6404 0.114
H -0.6128 5.8824 4.6634 0.110
H 1.3900 6.0839 3.2266 0.109
H 2.0739 4.2045 1.7959 0.111
H 2.4019 1.6917 3.7668 0.100
H 4.7271 1.1256 4.3271 0.111
H 6.3359 0.5489 2.5382 0.110
H 5.5981 0.5290 0.1779 0.110
H 3.2507 1.0477 -0.3853 0.068
H -1.1755 0.4253 -3.8629 0.101
H -0.0620 -0.0017 -6.0158 0.107
H 2.3537 0.4699 -6.2807 0.108
H 3.6375 1.3978 -4.3813 0.107
H 2.5315 1.8059 -2.2224 0.078
H -3.1258 0.8921 -1.2619 0.055
H -5.0134 2.3099 -1.9730 0.113
H -4.5912 4.5786 -2.8602 0.109
H -2.2746 5.4145 -3.0708 0.108
H -0.3844 3.9857 -2.4230 0.105
N 2.5157 -2.8228 3.0899 -0.035
N 2.8369 -2.0485 1.9027 -0.023
H 3.0957 -2.4996 3.8572 0.071
H 2.8266 -3.7693 2.8981 0.065
H 3.4055 -1.2551 2.1827 0.038
H 1.9546 -1.6321 1.5962 0.016
O -4.1052 1.9634 1.5813 0.075
C -3.1373 1.3052 1.4013 -0.552
N -2.1654 0.6439 1.2181 -0.038
I 0.8563 -0.3604 6.6009 0.919
C 0.0757 -1.4715 5.0324 -0.722
C -0.3555 -2.7778 5.1976 -0.116
C -0.8327 -3.4629 4.0943 -0.037
C -0.8643 -2.8250 2.8671 -0.117
N -0.4700 -1.5578 2.7170 -0.018
C -0.0052 -0.8967 3.7772 -0.227
H -0.3153 -3.2528 6.1688 0.107
H -1.1776 -4.4833 4.1815 0.116
H -1.2312 -3.3166 1.9761 0.099
H 0.3047 0.1274 3.6172 0.058
```

[2]
Entry from OMol25: a molecular structure, C42H38N11O4Tl (ωB97M-V with the def2-TZVPD basis set).

Values from the calculation:
charge	+2
HOMO energy	-0.47263	Ha

```
96
Properties=species:S:1:pos:R:3:lowdin_charge:R:1
Tl 0.5232 -0.8608 -0.7683 0.970
C -4.5855 -2.0062 -4.3762 -0.046
O -4.4041 -2.0199 -2.9610 -0.082
C -5.5154 -2.1026 -2.1891 -0.241
C -6.8207 -2.0321 -2.6634 -0.001
C -7.8833 -2.1365 -1.7750 -0.054
C -7.6685 -2.3024 -0.4159 -0.069
C -6.3679 -2.3583 0.0610 -0.007
C -5.2978 -2.2590 -0.8135 -0.183
N -3.9588 -2.3746 -0.3263 0.174
C -3.0447 -1.3887 -0.3707 -0.347
N -3.5310 -0.1411 -0.6833 0.213
C -2.7774 1.0256 -0.6217 -0.248
C -1.0171 2.1031 -0.1388 -0.241
C -0.2323 3.2230 0.4447 0.023
C -1.1190 4.2306 0.5476 0.000
C -2.5268 4.0208 0.0312 -0.082
C -3.5916 2.3345 -0.8271 -0.329
O -4.8380 2.2235 -1.2471 0.002
C -5.5387 3.4390 -1.6245 0.025
N -1.7848 -1.5373 -0.0855 -0.011
C -1.3888 -2.8078 0.4356 -0.342
C -0.9199 -3.8123 -0.4042 -0.080
C -0.4492 -5.0131 0.1151 -0.068
C -0.4513 -5.1992 1.4856 -0.052
C -0.9169 -4.2065 2.3421 0.004
C -1.3875 -3.0059 1.8267 -0.239
O -1.8611 -1.9734 2.5691 -0.088
C -1.8944 -2.1480 3.9838 -0.051
H -3.5887 -2.0160 -4.8049 0.097
H -5.1116 -1.1050 -4.6963 0.098
H -5.1326 -2.8902 -4.7059 0.105
H -7.0176 -1.9187 -3.7191 0.112
H -8.8933 -2.0948 -2.1603 0.118
H -8.5031 -2.3941 0.2644 0.112
H -6.1646 -2.4925 1.1160 0.121
H -3.5982 -3.2959 -0.1222 0.163
H -4.4446 -0.0818 -1.1121 0.146
H 0.8006 3.2399 0.7718 0.103
H -0.8901 5.1755 1.0243 0.129
H -3.1582 4.9016 0.1078 0.167
H -6.4606 3.1076 -2.0874 0.108
H -4.9353 4.0084 -2.3257 0.102
H -5.7639 4.0256 -0.7340 0.094
H -0.9586 -3.6531 -1.4776 0.114
H -0.0926 -5.7901 -0.5461 0.115
H -0.0889 -6.1274 1.9061 0.119
H -0.9064 -4.3811 3.4079 0.113
H -2.3015 -1.2264 4.3894 0.089
H -0.8921 -2.3095 4.3843 0.102
H -2.5403 -2.9831 4.2603 0.104
C 3.4582 5.6803 0.4612 -0.063
N 2.7830 4.7041 -0.3894 -0.122
C 1.8135 4.9060 -1.2891 -0.150
N 1.5316 3.7811 -1.9216 0.074
C 2.4076 2.9063 -1.3641 -0.231
N 3.1791 3.4184 -0.4305 0.133
C 3.5705 5.2171 1.8897 -0.205
C 4.8167 5.1332 2.4935 -0.012
C 4.9326 4.7348 3.8192 -0.035
C 3.8071 4.3915 4.5433 0.001
C 2.5532 4.4586 3.9372 -0.132
C 2.4370 4.8865 2.6209 0.019
C 1.3811 4.0504 4.7061 -0.278
N 1.3029 3.7871 5.9621 0.139
N -0.0020 3.3883 6.2038 0.141
C -0.6144 3.4416 5.0781 -0.291
O 0.1941 3.8553 4.0630 0.116
C -1.9930 3.0708 4.7696 -0.117
C -2.8344 2.5766 5.7610 0.010
C -4.1206 2.1864 5.4259 -0.036
C -4.5687 2.2730 4.1146 -0.021
C -3.7350 2.7833 3.1255 -0.196
C -4.2669 2.9123 1.7206 -0.027
N -3.2454 2.8206 0.6496 0.026
C -2.2416 1.6791 0.6416 -0.023
N -1.4482 1.1787 -1.3745 0.165
C -1.4517 2.6074 -1.4914 -0.197
N -2.6801 3.3533 -1.3426 0.150
C -2.4530 3.1878 3.4626 0.025
H 2.8791 6.6021 0.3884 0.137
H 4.4474 5.8723 0.0476 0.135
H 1.3534 5.8677 -1.4517 0.139
H 2.4985 1.8752 -1.6690 0.090
H 5.7058 5.3812 1.9273 0.122
H 5.9083 4.6807 4.2820 0.119
H 3.8815 4.0647 5.5715 0.124
H 1.4543 4.9681 2.1690 0.105
H -2.4709 2.4970 6.7766 0.128
H -4.7801 1.8007 6.1913 0.119
H -5.5730 1.9490 3.8681 0.123
H -4.7863 3.8615 1.5716 0.145
H -4.9802 2.1102 1.5155 0.149
H -2.1155 1.1635 1.5885 0.182
H -0.6597 3.0454 -2.0912 0.149
H -1.7813 3.5915 2.7214 0.091
```

[3]
Entry from OMol25: a molecular structure, C42H38N6NaO6PS2 (ωB97M-V with the def2-TZVPD basis set).

Values from the calculation:
charge	-2
ΔE to the lowest compared entry with this formula, charge and spin	204.40	kJ/mol
HOMO energy	-0.04399	Ha

```
96
Properties=species:S:1:pos:R:3:lowdin_charge:R:1
Na 0.5723 -1.3121 -1.6115 0.247
C -3.8442 6.0475 -1.7620 -0.124
C -4.4483 4.7963 -1.8077 -0.109
C -3.6913 3.6513 -1.6192 -0.110
C -2.3136 3.7208 -1.3979 -0.376
C -1.7209 4.9815 -1.3615 -0.099
C -2.4786 6.1337 -1.5367 -0.107
P -1.4428 2.1083 -1.1713 1.087
C 0.2457 2.6611 -0.7118 -0.386
C 0.4453 3.3056 0.5136 -0.138
C 1.7230 3.5987 0.9614 -0.105
C 2.8301 3.2123 0.2100 -0.091
C 2.6489 2.5480 -0.9936 -0.059
C 1.3617 2.2885 -1.4550 -0.072
C -1.2597 1.5067 -2.8856 -0.469
C -1.1688 2.4257 -3.9388 -0.130
C -1.0504 1.9758 -5.2397 -0.136
C -1.0207 0.6059 -5.4658 -0.138
C -1.0822 -0.2789 -4.3971 -0.176
C -1.1985 0.1012 -3.0410 -0.119
H -4.4342 6.9457 -1.9028 0.086
H -5.5141 4.7132 -1.9861 0.091
H -4.1672 2.6767 -1.6495 0.101
H -0.6533 5.0634 -1.2010 0.096
H -1.9932 7.1028 -1.5061 0.091
H -0.4131 3.5742 1.1241 0.100
H 1.8561 4.1173 1.9034 0.075
H 3.8320 3.4152 0.5717 0.096
H 3.4969 2.1962 -1.5728 0.094
H 1.2444 1.7431 -2.3839 0.094
H -1.1884 3.4941 -3.7416 0.089
H -0.9719 2.6782 -6.0624 0.080
H -0.9320 0.2276 -6.4815 0.079
H -1.0308 -1.3404 -4.6453 0.057
O 6.5325 -1.4600 -0.3630 0.035
C 5.3917 -1.5099 -0.8030 -0.324
C 4.7390 -0.4845 -1.6761 -0.319
O 5.2421 0.5761 -2.0354 0.028
C 3.3693 -0.9575 -1.9791 -0.329
C 3.1963 -2.2534 -1.3339 -0.328
O 2.1493 -2.9521 -1.3797 -0.033
C 4.3822 -2.5705 -0.5410 -0.344
O 4.4961 -3.5344 0.2259 0.003
O 2.4903 -0.3563 -2.6238 -0.002
C -0.8623 -6.3212 -1.8784 -0.078
N -0.7784 -4.8828 -1.8722 -0.127
C -1.3023 -4.2048 -3.0421 -0.029
C -0.4420 -4.1288 -0.7778 -0.476
O -0.8161 -2.9588 -0.6881 -0.012
N 0.2741 -4.7731 0.2271 -0.120
C 1.4922 -5.5204 -0.1257 -0.059
C 0.5297 -3.9608 1.4041 -0.049
H -1.8673 -6.6221 -2.1962 0.082
H -0.6858 -6.7145 -0.8819 0.080
H -0.1424 -6.7746 -2.5695 0.086
H -2.2838 -4.6126 -3.3038 0.086
H -0.6293 -4.3359 -3.8945 0.093
H -1.4177 -3.1439 -2.8303 0.076
H 1.4052 -5.9710 -1.1073 0.070
H 1.6460 -6.3122 0.6142 0.085
H 2.3531 -4.8482 -0.1459 0.066
H -0.3670 -3.4195 1.6772 0.035
H 1.3394 -3.2475 1.2220 0.095
H 0.8144 -4.6236 2.2241 0.093
S 0.6232 1.0213 4.9326 0.963
C 0.7084 0.4658 3.2347 -0.513
C -0.4686 0.3145 2.5138 -0.082
C -0.3803 -0.1318 1.2036 -0.159
N 0.7776 -0.3995 0.6039 0.108
C 1.9010 -0.2330 1.2943 -0.077
C 1.9164 0.1740 2.6224 -0.056
C 1.2685 2.6760 4.7584 -0.520
C 0.4067 3.7631 4.7598 -0.086
C 0.9454 5.0388 4.6717 -0.158
N 2.2491 5.2883 4.5838 0.054
C 3.0645 4.2350 4.5676 -0.154
C 2.6312 2.9213 4.6584 -0.083
H -1.4259 0.5718 2.9477 0.106
H -1.2643 -0.2345 0.5781 0.068
H 2.8282 -0.4511 0.7728 0.121
H 2.8562 0.2561 3.1496 0.104
H -0.6634 3.6174 4.8145 0.102
H 0.2907 5.9038 4.6670 0.102
H 4.1237 4.4504 4.4792 0.105
H 3.3443 2.1092 4.6505 0.102
S -4.0758 -1.5685 -0.2474 0.644
C -3.9472 -2.1617 1.2755 -0.879
N -2.6634 -2.3604 1.7732 0.056
C -2.3834 -2.7987 3.0067 -0.087
C -3.4065 -3.0987 3.8515 -0.066
C -4.7066 -2.9434 3.3130 -0.157
N -4.9826 -2.5162 2.1143 0.056
H -1.9169 -2.1668 1.1099 0.070
H -1.3337 -2.8922 3.2512 0.119
H -3.2396 -3.4551 4.8551 0.089
H -5.5638 -3.2015 3.9312 0.101
```

[4]
Entry from OMol25: a molecular structure, C42H39CaF6N2O4P3S3Se2 (ωB97M-V with the def2-TZVPD basis set).

Values from the calculation:
ΔE to the lowest compared entry with this formula, charge and spin	11.42	kJ/mol
HOMO energy	-0.29085	Ha

```
102
Properties=species:S:1:pos:R:3:lowdin_charge:R:1
Ca -1.8619 2.6183 0.6456 1.046
F -4.7507 2.2582 -3.5715 0.154
C -4.9559 1.8343 -2.3285 -0.683
F -4.2505 0.7284 -2.1143 0.144
F -6.2422 1.5684 -2.1627 0.166
S -4.4438 3.1683 -1.1657 0.598
O -3.0130 3.3678 -1.3999 -0.415
O -5.3170 4.2669 -1.3986 -0.225
N -4.6051 2.3874 0.1988 -0.344
S -4.8797 3.2300 1.5264 0.589
O -6.1728 3.7873 1.7097 -0.220
O -3.7053 4.0496 1.7697 -0.442
C -4.7366 1.8065 2.6912 -0.683
F -3.5342 1.2201 2.5185 0.062
F -5.6798 0.9059 2.4621 0.165
F -4.8281 2.2406 3.9355 0.159
Se -1.4385 3.5730 3.7497 0.329
P 0.2668 2.3169 3.5293 0.118
Se 0.9008 2.2425 1.4547 0.308
C -0.0856 0.6093 4.0758 -0.401
C 0.7765 -0.4250 3.7146 -0.110
C 0.5359 -1.7168 4.1525 -0.074
C -0.5641 -1.9839 4.9591 -0.090
C -1.4273 -0.9585 5.3165 -0.091
C -1.1930 0.3368 4.8715 -0.117
C 1.6660 2.7923 4.5866 -0.392
C 2.9442 2.9933 4.0848 -0.108
C 3.9796 3.3349 4.9458 -0.080
C 3.7382 3.4746 6.3030 -0.083
C 2.4576 3.2774 6.8062 -0.076
C 1.4234 2.9392 5.9514 -0.095
H 1.6242 -0.2237 3.0710 0.072
H 1.2043 -2.5158 3.8577 0.107
H -0.7505 -2.9936 5.3026 0.104
H -2.2889 -1.1646 5.9387 0.107
H -1.8731 1.1413 5.1258 0.062
H 3.1256 2.8919 3.0221 0.054
H 4.9746 3.4963 4.5514 0.103
H 4.5457 3.7432 6.9718 0.103
H 2.2655 3.3934 7.8649 0.105
H 0.4207 2.8000 6.3392 0.101
C 2.5077 -0.7099 -6.5243 -0.422
S 2.3070 0.8789 -5.7006 0.808
C 2.3422 0.2909 -3.9933 -0.522
C 1.9991 1.4176 -3.0355 -0.262
C 1.9798 0.9669 -1.5773 -0.313
N 0.9740 -0.0718 -1.2599 -0.431
P -0.6414 0.5501 -1.3375 0.976
C -1.1109 0.2815 -3.0793 -0.368
C -1.5605 1.3704 -3.8185 -0.115
C -1.8935 1.2232 -5.1587 -0.071
C -1.7737 -0.0142 -5.7693 -0.072
C -1.3217 -1.1081 -5.0400 -0.071
C -0.9884 -0.9602 -3.7041 -0.110
C -1.6763 -0.6652 -0.4344 -0.384
C -1.5954 -0.6575 0.9637 -0.185
C -2.4035 -1.4824 1.7322 -0.072
C -3.3221 -2.3160 1.1129 -0.064
C -3.4308 -2.3158 -0.2712 -0.064
C -2.6174 -1.4979 -1.0406 -0.093
P 1.3180 -1.3500 -0.0891 1.068
C 0.9199 -2.8466 -1.0696 -0.371
C 0.0979 -3.7803 -0.4444 -0.103
C -0.3061 -4.9314 -1.1099 -0.077
C 0.1055 -5.1549 -2.4140 -0.081
C 0.9210 -4.2267 -3.0533 -0.082
C 1.3208 -3.0810 -2.3854 -0.133
C 3.1516 -1.3731 -0.0161 -0.363
C 3.7395 -0.4207 0.8236 -0.130
C 5.1106 -0.3853 1.0136 -0.075
C 5.9222 -1.3216 0.3864 -0.084
C 5.3512 -2.2895 -0.4243 -0.079
C 3.9764 -2.3162 -0.6254 -0.079
H 2.4955 -0.5311 -7.5979 0.028
H 1.6853 -1.3796 -6.2690 0.022
H 3.4571 -1.1739 -6.2572 0.034
H 3.3310 -0.1178 -3.7625 0.089
H 1.6068 -0.5071 -3.8999 0.037
H 1.0463 1.8654 -3.3242 0.082
H 2.7481 2.2113 -3.1135 0.117
H 1.8279 1.8481 -0.9429 0.021
H 2.9630 0.5725 -1.3317 0.096
H -1.6430 2.3420 -3.3462 0.092
H -2.2389 2.0788 -5.7241 0.111
H -2.0254 -0.1284 -6.8158 0.106
H -1.2293 -2.0778 -5.5140 0.107
H -0.6331 -1.8134 -3.1392 0.087
H -0.8546 -0.0375 1.4592 0.025
H -2.3087 -1.4645 2.8109 0.092
H -3.9600 -2.9580 1.7071 0.108
H -4.1548 -2.9563 -0.7584 0.109
H -2.7258 -1.5067 -2.1157 0.092
H -0.2450 -3.5883 0.5672 0.096
H -0.9504 -5.6454 -0.6129 0.104
H -0.2106 -6.0482 -2.9376 0.103
H 1.2418 -4.3984 -4.0736 0.105
H 1.9435 -2.3538 -2.8909 0.094
H 3.1100 0.3132 1.3149 0.042
H 5.5443 0.3677 1.6595 0.105
H 6.9937 -1.3027 0.5385 0.103
H 5.9757 -3.0332 -0.9029 0.104
H 3.5541 -3.0925 -1.2466 0.089
```